# 1
ORCA calculation (ωB97M-V/def2-TZVPD) on a structure of composition C13H23ClCrNO4P.

Calculated values
Expectation value of S²: 6.043
2S+1: 5
Relative energy (zero: lowest compared OMol25 entry of this formula, charge and spin): 0.8345 eV
M: 375.75 g/mol
Maximum force: 2.5 eV Å⁻¹
HOMO (alpha / beta): -0.2939 / -0.2940 hartree
Gap between HOMO and LUMO (alpha / beta): 7.10 / 6.70 eV
LUMO level (alpha / beta): -0.90 / -1.30 eV

Each line ends with the Mulliken spin population.
Element x y z (Å)
C (3.6318, -1.1245, -0.6121)  0.011
C (3.3308, 0.2338, -0.6865)  -0.008
C (2.1098, 0.7359, -0.1766)  -0.199
C (1.2498, -0.1434, 0.4830)  -0.002
C (1.4887, -1.5122, 0.4117)  0.036
C (2.7108, -2.0132, -0.0609)  0.016
C (1.8677, 2.2116, -0.2376)  -0.027
C (1.0927, 2.8575, -1.4481)  -0.001
N (0.4885, 2.0205, -2.4417)  0.002
Cr (0.0022, 0.2438, 2.2068)  4.058
C (0.4860, -2.4733, 1.0195)  0.078
P (-1.2013, -1.7895, 1.0775)  -0.126
H (4.0605, 0.9396, -1.1097)  -0.001
H (2.9340, -3.0803, 0.0321)  0.001
H (4.5845, -1.4880, -0.9951)  0.000
H (0.7671, -2.7222, 2.0572)  0.051
H (0.4270, -3.4229, 0.4623)  0.009
H (1.3292, 2.5325, 0.6699)  -0.002
H (2.8453, 2.7192, -0.2361)  0.000
H (0.2677, 3.4671, -1.0500)  -0.001
C (-2.2715, -3.0661, 1.7297)  0.006
C (-1.6552, -1.4564, -0.6256)  0.015
H (1.7919, 3.5436, -1.9675)  0.000
C (1.3053, 1.2038, -3.2917)  -0.001
C (-0.6955, 2.5699, -3.0661)  0.000
H (-1.6233, -0.6929, 2.0005)  0.013
H (1.6385, 1.7541, -4.1986)  0.000
H (2.1917, 0.8401, -2.7618)  0.000
H (0.7010, 0.3408, -3.6199)  0.000
H (-0.4529, 3.3613, -3.8020)  0.000
H (-1.2511, 1.7778, -3.5832)  0.000
H (-1.3286, 3.0200, -2.2900)  0.000
H (-2.4022, -2.1899, -0.9487)  0.001
H (-2.0682, -0.4449, -0.7043)  0.002
H (-0.7770, -1.5215, -1.2774)  0.004
H (-1.8265, -4.0592, 1.5820)  0.004
H (-2.4134, -2.8578, 2.7941)  -0.004
H (-3.2455, -3.0015, 1.2305)  -0.001
H (-2.1950, 0.4290, 2.5951)  0.046
O (-3.3948, -0.3727, 3.5696)  0.006
Cl (-3.9501, 0.6340, 4.5824)  0.000
O (-5.4245, 0.6468, 4.4367)  0.001
O (-3.5679, 0.1705, 5.9436)  0.000
O (-1.5578, 1.1795, 2.3071)  0.012



# 2
ORCA calculation (ωB97M-V/def2-TZVPD) on a structure of composition C35H52FeSb2.

Calculated values
Expectation value of S²: 8.783
2S+1: 6
Relative energy (zero: lowest compared OMol25 entry of this formula, charge and spin): 0.1274 eV
M: 772.17 g/mol
Maximum force: 1.1 eV Å⁻¹
Total charge: +1
HOMO (alpha / beta): -0.3815 / -0.3970 hartree
Gap between HOMO and LUMO (alpha / beta): 8.01 / 6.24 eV
LUMO level (alpha / beta): -2.37 / -4.56 eV

Each line ends with the Mulliken spin population.
Element x y z (Å)
Fe (0.2634, 0.2156, -0.1015)  4.056
C (-1.6510, -3.5659, -1.0117)  0.009
Sb (-1.6786, -1.4477, -1.0477)  0.061
C (-2.1583, -1.1433, -3.0895)  0.003
C (-3.5746, -1.0788, -0.1674)  0.018
H (-2.6096, -3.9262, -1.3802)  0.001
H (-1.4854, -3.9350, -0.0026)  -0.001
H (-0.8558, -3.9323, -1.6570)  0.000
H (-2.9407, -1.8477, -3.3665)  0.001
H (-1.2836, -1.3054, -3.7152)  -0.001
H (-2.5193, -0.1263, -3.2341)  -0.001
H (-4.3473, -1.5227, -0.7932)  0.001
H (-3.7471, -0.0074, -0.0861)  -0.003
H (-3.6174, -1.5250, 0.8244)  0.000
C (-5.6049, 3.9426, -0.9872)  0.020
C (-5.3581, 3.5859, 0.3296)  -0.009
C (-4.1313, 3.0452, 0.6761)  0.017
C (-3.1317, 2.8695, -0.2832)  0.054
C (-3.3948, 3.2248, -1.6090)  0.016
C (-4.6241, 3.7574, -1.9538)  -0.010
C (-1.8644, 2.2731, 0.1583)  -0.048
C (-0.7425, 2.0958, -0.5488)  0.338
C (-0.2267, 2.8100, -1.6894)  -0.065
C (0.1276, 2.1502, -2.8748)  0.124
C (0.6250, 2.8646, -3.9497)  -0.047
C (0.8045, 4.2375, -3.8482)  0.091
C (0.4704, 4.9048, -2.6737)  -0.038
C (-0.0441, 4.2009, -1.6029)  0.095
H (-6.5627, 4.3599, -1.2636)  0.001
H (-6.1211, 3.7255, 1.0825)  0.000
H (-3.9393, 2.7609, 1.7045)  0.005
H (-2.6442, 3.0781, -2.3726)  0.006
H (-4.8222, 4.0264, -2.9818)  0.000
H (-1.9019, 1.8562, 1.1625)  0.100
H (0.0057, 1.0760, -2.9497)  0.018
H (0.8836, 2.3505, -4.8649)  -0.001
H (1.2098, 4.7902, -4.6845)  0.005
H (0.6087, 5.9751, -2.6034)  0.000
H (-0.3136, 4.7096, -0.6862)  0.003
C (-2.4837, 0.3490, 3.5672)  0.009
C (-1.0791, 0.7062, 4.0675)  0.017
C (-0.9383, 2.2309, 4.0639)  0.002
C (-0.9155, 0.1791, 5.4885)  0.003
Sb (0.3843, -0.0925, 2.6748)  0.128
C (0.5309, -2.2337, 3.0104)  -0.009
C (1.2275, -2.6119, 4.3143)  0.004
C (1.2871, -2.8469, 1.8311)  0.045
C (-0.8911, -2.7984, 3.0116)  0.003
C (2.3369, 0.7191, 3.1754)  -0.019
C (2.5922, 0.8437, 4.6763)  -0.001
C (3.4136, -0.1691, 2.5561)  0.003
C (2.4155, 2.1030, 2.5250)  0.013
H (-3.2214, 0.8731, 4.1815)  0.000
H (-2.6993, -0.7157, 3.6479)  0.003
H (-2.6527, 0.6459, 2.5308)  -0.002
H (-1.7272, 2.6572, 4.6896)  0.001
H (-1.0423, 2.6661, 3.0675)  0.001
H (0.0135, 2.5629, 4.4748)  0.001
H (-1.6711, 0.6527, 6.1224)  0.000
H (0.0619, 0.4026, 5.9188)  0.000
H (-1.0790, -0.8984, 5.5462)  0.001
H (2.2209, -2.1714, 4.3970)  0.000
H (1.3517, -3.6977, 4.3508)  0.000
H (0.6537, -2.3226, 5.1946)  0.000
H (2.3575, -2.6504, 1.8652)  0.007
H (0.9192, -2.5009, 0.8593)  -0.001
H (1.1491, -3.9315, 1.8594)  0.000
H (-1.4836, -2.4488, 3.8580)  0.001
H (-0.8445, -3.8887, 3.0804)  0.001
H (-1.4331, -2.5510, 2.0926)  0.003
H (2.5116, -0.1119, 5.1968)  0.000
H (1.9267, 1.5560, 5.1621)  0.000
H (3.6126, 1.2073, 4.8246)  0.000
H (3.4969, -1.1287, 3.0663)  0.000
H (4.3745, 0.3410, 2.6619)  0.000
H (3.2624, -0.3492, 1.4890)  -0.004
H (1.6757, 2.7988, 2.9213)  0.004
H (2.2957, 2.0595, 1.4383)  0.003
H (3.4036, 2.5295, 2.7190)  0.000
C (4.5149, -0.5330, -2.1834)  0.034
C (4.1188, 0.7572, -1.8604)  0.003
C (2.8784, 0.9776, -1.2850)  -0.137
C (1.9898, -0.0720, -1.0028)  0.194
C (2.4233, -1.3593, -1.3495)  -0.112
C (3.6601, -1.5962, -1.9312)  -0.005
H (5.4837, -0.7082, -2.6322)  0.002
H (4.7800, 1.5896, -2.0629)  -0.001
H (2.5965, 2.0022, -1.0593)  -0.010
H (1.7805, -2.2168, -1.1621)  -0.004
H (3.9602, -2.6036, -2.1846)  -0.001



# 3
ORCA calculation (ωB97M-V/def2-TZVPD) on an isolated molecule of C3H7N3.

Calculated values
2S+1: 1
SMILES: [H]/N=C/NN1CC1
Relative energy (zero: lowest compared OMol25 entry of this formula, charge and spin): 3.8363 eV
M: 85.11 g/mol
Maximum force: 6.8 eV Å⁻¹
HOMO: -0.3000 hartree
Gap between HOMO and LUMO: 9.16 eV
LUMO level: 0.99 eV

Each line ends with the Löwdin charge.
Element x y z (Å)
C (1.5532, -0.4263, 0.0597)  -0.378
C (-1.8752, -0.2142, -0.1049)  -0.147
C (-0.8796, 0.9718, 0.2145)  -0.089
H (2.9347, 0.9699, -0.1972)  0.059
H (2.3663, -1.0519, 0.6740)  0.146
H (0.5066, -1.9976, -0.3824)  0.181
H (-2.1223, -0.8495, 0.8143)  0.114
H (-2.7126, 0.1966, -0.8897)  0.149
H (-0.3236, 1.0597, 1.1367)  0.089
H (-1.1596, 1.8406, -0.3067)  0.070
N (1.9024, 0.7559, -0.3731)  0.051
N (0.3723, -1.0052, -0.0245)  -0.066
N (-0.5624, -0.2497, -0.6208)  -0.180



# 4
ORCA calculation (ωB97M-V/def2-TZVPD) on the ion C6H12BrN2O2 with charge +1.

Calculated values
2S+1: 1
Relative energy (zero: lowest compared OMol25 entry of this formula, charge and spin): 2.4877 eV
M: 224.08 g/mol
Maximum force: 4.9 eV Å⁻¹
Total charge: +1
HOMO: -0.4849 hartree
Gap between HOMO and LUMO: 6.47 eV
LUMO level: -6.73 eV

Each line ends with the Löwdin charge.
Element x y z (Å)
C (-0.2498, 0.8898, 0.0239)  -0.534
C (-0.0877, -0.2738, 0.9214)  -0.431
C (1.0667, 1.7026, 0.1136)  0.028
C (-1.5083, 1.7220, 0.4192)  -0.009
C (1.1842, -2.5228, 1.1290)  -0.055
C (0.2800, -1.5896, 0.2719)  -0.168
N (-0.4828, 0.4668, -1.3173)  -0.170
N (-1.7134, 0.1681, -1.5406)  -0.106
O (-2.0663, -0.4562, -2.5010)  0.051
O (0.5264, 0.0920, -2.2414)  0.040
Br (-0.0975, 0.1166, 2.7107)  1.128
H (1.7396, 1.5087, -0.6812)  0.086
H (1.5862, 1.3774, 0.9202)  0.024
H (0.9455, 2.8475, 0.2720)  0.151
H (-2.2433, 1.4551, -0.3225)  0.063
H (-1.2402, 2.8376, 0.3471)  0.128
H (-1.9101, 1.4030, 1.4295)  0.069
H (0.6834, -2.9310, 1.8798)  0.026
H (2.0888, -1.9479, 1.3624)  0.098
H (1.5394, -3.3551, 0.5246)  0.099
H (-0.6889, -2.1346, 0.0958)  0.180
H (0.7164, -1.4756, -0.7019)  0.114
H (-0.0683, 0.0995, -3.1151)  0.190



# 5
ORCA calculation (ωB97M-V/def2-TZVPD) on a cluster of 2 separate species, C5H5N in total.

Calculated values
2S+1: 1
Relative energy (zero: lowest compared OMol25 entry of this formula, charge and spin): 5.8707 eV
M: 79.10 g/mol
Maximum force: 2.8 eV Å⁻¹
HOMO (alpha / beta): -0.3430 / -0.3244 hartree
Gap between HOMO and LUMO (alpha / beta): 6.84 / 6.04 eV
LUMO level (alpha / beta): -2.49 / -2.79 eV

Each line ends with the Löwdin charge.
Element x y z (Å)
C (-2.4620, 0.0423, 0.0499)  -0.308
C (1.1755, 1.5492, -0.3793)  0.138
C (0.2095, -1.8666, -0.0415)  0.064
C (0.6751, 0.6639, 0.5224)  -0.182
C (0.2989, -0.6088, 0.2115)  -0.035
N (-3.5675, 0.3006, -0.1219)  -0.141
H (1.4653, 2.5398, -0.0808)  0.078
H (1.2960, 1.2832, -1.4156)  0.085
H (1.0742, -2.5159, 0.0305)  0.094
H (-0.7074, -2.3577, -0.3300)  0.084
H (0.5424, 0.9700, 1.5548)  0.123



# 6
ORCA calculation (ωB97M-V/def2-TZVPD) on a cluster of 6 separate species, C25H36FN2O17PS2 in total.

Calculated values
2S+1: 1
SMILES: O=S(=O)(F)N([PH2]=S)c1ccccn1.C[C@@H]1COC(=O)O1.C[C@@H]1COC(=O)O1.C[C@@H]1COC(=O)O1.C[C@@H]1COC(=O)O1.C[C@@H]1COC(=O)O1
Relative energy (zero: lowest compared OMol25 entry of this formula, charge and spin): 0.0000 eV
M: 750.67 g/mol
Maximum force: 1.5 eV Å⁻¹
HOMO: -0.3381 hartree
Gap between HOMO and LUMO: 9.25 eV
LUMO level: 0.05 eV

Each line ends with the Löwdin charge.
Element x y z (Å)
O (3.9341, -0.5890, 2.2943)  -0.214
S (3.8334, -0.6050, 0.8826)  0.562
O (2.7132, -0.0614, 0.1990)  -0.272
F (5.0810, 0.1631, 0.3276)  -0.130
N (4.2230, -2.1116, 0.3169)  -0.331
P (3.4883, -2.6465, -1.1795)  0.352
S (4.7189, -3.6159, -2.3035)  0.190
C (4.1356, -3.1161, 1.3761)  -0.428
C (5.3156, -3.5649, 1.9352)  0.008
C (5.2188, -4.5077, 2.9434)  -0.040
C (3.9655, -4.9601, 3.3176)  -0.051
C (2.8543, -4.4559, 2.6658)  -0.112
N (2.9315, -3.5346, 1.7051)  0.116
H (2.3806, -3.3913, -0.7749)  -0.007
H (2.9912, -1.4893, -1.7631)  -0.015
H (6.2679, -3.1855, 1.5825)  0.130
H (6.1107, -4.8862, 3.4293)  0.116
H (3.8456, -5.6993, 4.1003)  0.109
H (1.8600, -4.8078, 2.9287)  0.113
C (0.2867, 2.1737, 1.6197)  0.002
C (-0.2300, 2.6445, 0.2743)  -0.299
C (-0.1098, 4.1285, 0.0079)  -0.081
O (-1.1890, 4.3576, -0.9158)  0.080
C (-2.1384, 3.4409, -0.6657)  -0.568
O (-3.2472, 3.4733, -1.1026)  0.147
O (-1.6687, 2.4748, 0.1585)  0.055
H (1.0147, 1.3737, 1.4979)  0.056
H (0.7793, 2.9843, 2.1568)  0.090
H (-0.5321, 1.8038, 2.2351)  0.090
H (0.2213, 2.0762, -0.5437)  0.149
H (0.8336, 4.4177, -0.4468)  0.142
H (-0.3032, 4.7052, 0.9111)  0.108
C (-5.7020, 2.9995, 0.8986)  -0.005
C (-5.3517, 1.6654, 1.5220)  -0.311
C (-5.0998, 0.5414, 0.5482)  -0.092
O (-5.4330, -0.6172, 1.3263)  0.060
C (-6.3434, -0.2388, 2.2587)  -0.566
O (-6.9576, -0.9870, 2.9464)  0.165
O (-6.4462, 1.1109, 2.2920)  0.074
H (-5.0269, 3.7769, 1.2504)  0.070
H (-5.5937, 2.9651, -0.1837)  0.076
H (-6.7218, 3.2947, 1.1436)  0.094
H (-4.5021, 1.7572, 2.2027)  0.135
H (-4.0674, 0.4926, 0.2161)  0.115
H (-5.7674, 0.5897, -0.3150)  0.146
C (-4.6309, 5.1938, 6.2239)  -0.006
C (-4.3311, 4.9829, 4.7509)  -0.297
C (-4.1876, 3.5453, 4.2992)  -0.086
O (-3.3101, 3.6710, 3.1685)  0.033
C (-2.5565, 4.7806, 3.3558)  -0.547
O (-1.6106, 5.0756, 2.6953)  0.163
O (-3.0267, 5.4995, 4.3924)  0.092
H (-5.5082, 5.8220, 6.3611)  0.083
H (-4.8221, 4.2467, 6.7289)  0.085
H (-3.7882, 5.6812, 6.7105)  0.093
H (-5.0555, 5.5036, 4.1209)  0.158
H (-5.1227, 3.0788, 3.9980)  0.134
H (-3.6914, 2.9313, 5.0545)  0.145
C (-2.9693, -1.9307, -1.4503)  0.005
C (-1.4904, -2.1710, -1.6873)  -0.294
C (-0.5522, -1.2621, -0.9211)  -0.086
O (0.6047, -1.2492, -1.7658)  -0.009
C (0.1907, -1.4751, -3.0407)  -0.567
O (0.8853, -1.3486, -3.9961)  0.164
O (-1.0994, -1.8680, -3.0484)  0.091
H (-3.4709, -2.8439, -1.1368)  0.089
H (-3.1142, -1.1961, -0.6603)  0.057
H (-3.4590, -1.5723, -2.3538)  0.099
H (-1.2248, -3.2158, -1.5106)  0.157
H (-0.2856, -1.6299, 0.0669)  0.145
H (-0.9421, -0.2432, -0.8446)  0.130
C (4.3187, -3.2840, -7.6705)  -0.011
C (5.1694, -3.2861, -6.4127)  -0.314
C (5.6405, -1.9337, -5.9250)  -0.103
O (6.8464, -2.2670, -5.2313)  0.046
C (7.3458, -3.3978, -5.7838)  -0.570
O (8.4221, -3.8461, -5.5571)  0.162
O (6.4399, -3.9424, -6.6304)  0.075
H (3.3837, -3.8180, -7.5141)  0.080
H (4.0683, -2.2682, -7.9781)  0.081
H (4.8537, -3.7700, -8.4845)  0.089
H (4.6742, -3.8212, -5.5996)  0.135
H (4.9446, -1.4468, -5.2467)  0.134
H (5.8879, -1.2646, -6.7536)  0.137



- Which of these has the highest M?
  C35H52FeSb2



Please write out number 1 again, unchanged.
ORCA calculation (ωB97M-V/def2-TZVPD) on a structure of composition C13H23ClCrNO4P.

Calculated values
Expectation value of S²: 6.043
2S+1: 5
Relative energy (zero: lowest compared OMol25 entry of this formula, charge and spin): 0.8345 eV
M: 375.75 g/mol
Maximum force: 2.5 eV Å⁻¹
HOMO (alpha / beta): -0.2939 / -0.2940 hartree
Gap between HOMO and LUMO (alpha / beta): 7.10 / 6.70 eV
LUMO level (alpha / beta): -0.90 / -1.30 eV

Each line ends with the Mulliken spin population.
Element x y z (Å)
C (3.6318, -1.1245, -0.6121)  0.011
C (3.3308, 0.2338, -0.6865)  -0.008
C (2.1098, 0.7359, -0.1766)  -0.199
C (1.2498, -0.1434, 0.4830)  -0.002
C (1.4887, -1.5122, 0.4117)  0.036
C (2.7108, -2.0132, -0.0609)  0.016
C (1.8677, 2.2116, -0.2376)  -0.027
C (1.0927, 2.8575, -1.4481)  -0.001
N (0.4885, 2.0205, -2.4417)  0.002
Cr (0.0022, 0.2438, 2.2068)  4.058
C (0.4860, -2.4733, 1.0195)  0.078
P (-1.2013, -1.7895, 1.0775)  -0.126
H (4.0605, 0.9396, -1.1097)  -0.001
H (2.9340, -3.0803, 0.0321)  0.001
H (4.5845, -1.4880, -0.9951)  0.000
H (0.7671, -2.7222, 2.0572)  0.051
H (0.4270, -3.4229, 0.4623)  0.009
H (1.3292, 2.5325, 0.6699)  -0.002
H (2.8453, 2.7192, -0.2361)  0.000
H (0.2677, 3.4671, -1.0500)  -0.001
C (-2.2715, -3.0661, 1.7297)  0.006
C (-1.6552, -1.4564, -0.6256)  0.015
H (1.7919, 3.5436, -1.9675)  0.000
C (1.3053, 1.2038, -3.2917)  -0.001
C (-0.6955, 2.5699, -3.0661)  0.000
H (-1.6233, -0.6929, 2.0005)  0.013
H (1.6385, 1.7541, -4.1986)  0.000
H (2.1917, 0.8401, -2.7618)  0.000
H (0.7010, 0.3408, -3.6199)  0.000
H (-0.4529, 3.3613, -3.8020)  0.000
H (-1.2511, 1.7778, -3.5832)  0.000
H (-1.3286, 3.0200, -2.2900)  0.000
H (-2.4022, -2.1899, -0.9487)  0.001
H (-2.0682, -0.4449, -0.7043)  0.002
H (-0.7770, -1.5215, -1.2774)  0.004
H (-1.8265, -4.0592, 1.5820)  0.004
H (-2.4134, -2.8578, 2.7941)  -0.004
H (-3.2455, -3.0015, 1.2305)  -0.001
H (-2.1950, 0.4290, 2.5951)  0.046
O (-3.3948, -0.3727, 3.5696)  0.006
Cl (-3.9501, 0.6340, 4.5824)  0.000
O (-5.4245, 0.6468, 4.4367)  0.001
O (-3.5679, 0.1705, 5.9436)  0.000
O (-1.5578, 1.1795, 2.3071)  0.012



- Which of these has the lowest maximum force?
  C35H52FeSb2